Computed, not measured: the molecule C4H7NO2, with wB97M-V/def2-TZVPD.

The calculation puts the HOMO-LUMO gap at 8.16 eV. As for the total charge: 0. As for the multiplicity: 1. Its LUMO energy is 0.50 eV.

Geometry (Å):
C  -0.772  0.319  -1.326
C  -0.156  -0.233  -0.083
N  1.154  -0.604  0.034
O  1.958  -0.233  -1.048
C  -0.725  -0.532  1.197
C  -0.239  0.757  1.795
O  -1.630  0.336  1.805
H  -1.077  -0.503  -1.989
H  -1.674  0.869  -1.049
H  -0.089  0.960  -1.891
H  2.508  -1.008  -1.235
H  -0.490  -1.460  1.702
H  1.406  -0.273  1.010
H  -0.175  1.605  1.079


Computed, not measured: a cluster of 2 separate species, C3H11NS2 in total, with wB97M-V/def2-TZVPD.

Its SMILES is CCN.CSS. The calculation puts the HOMO-LUMO gap at 8.67 eV. As for the total charge: 0. As for the multiplicity: 1. Its LUMO energy is 0.27 eV.

Geometry (Å):
C  0.591  -2.033  -3.733
C  0.212  -0.843  -2.844
N  -1.031  -0.989  -2.086
H  0.378  -2.941  -3.169
H  1.653  -1.979  -3.938
H  -0.044  -2.033  -4.614
H  0.131  0.122  -3.354
H  1.022  -0.679  -2.124
H  -0.911  -0.955  -1.091
H  -1.636  -1.738  -2.335
C  -1.233  -0.298  1.917
S  -0.093  0.598  0.909
S  0.827  1.612  2.564
H  -2.089  0.191  2.394
H  -1.699  -1.127  1.375
H  -0.739  -0.827  2.739
H  1.669  2.335  1.816


Computed, not measured: a structure of composition C34H44AuN4Si, with wB97M-V/def2-TZVPD.

The calculation puts the HOMO-LUMO gap (alpha / beta) at 6.24 / 5.19 eV. As for the total charge: +1. As for the multiplicity: 1. Its LUMO energy (alpha / beta) is -3.87 / -4.63 eV.

Geometry (Å):
Au  1.487  -0.447  0.940
N  1.686  -0.371  3.243
C  2.480  -1.505  3.774
C  3.964  -1.368  3.455
C  4.337  -1.455  1.982
N  3.850  -0.285  1.212
H  2.088  0.513  3.540
H  0.734  -0.398  3.593
H  2.085  -2.424  3.335
H  2.362  -1.578  4.854
H  4.486  -2.169  3.978
H  4.343  -0.425  3.873
H  3.890  -2.351  1.543
H  5.419  -1.552  1.897
H  4.178  -0.337  0.253
H  4.220  0.575  1.607
C  -0.438  -1.288  1.119
Si  -1.942  -0.415  0.443
C  -2.016  1.357  1.148
N  -0.729  2.074  1.208
C  -0.418  2.716  2.483
C  -1.298  3.945  2.767
C  -1.563  4.722  1.460
C  -0.475  4.445  0.424
C  -0.450  2.951  0.058
C  -3.425  -1.357  1.089
C  -3.748  -1.327  2.450
C  -4.779  -2.104  2.961
C  -5.507  -2.932  2.114
C  -5.204  -2.975  0.759
C  -4.170  -2.195  0.252
C  -1.989  -0.491  -1.425
C  -2.685  0.457  -2.184
C  -2.811  0.318  -3.563
C  -2.261  -0.786  -4.206
C  -1.581  -1.748  -3.470
C  -1.440  -1.594  -2.095
H  -0.347  -2.292  0.677
H  -0.580  -1.434  2.199
H  -2.423  1.256  2.164
H  -2.767  1.948  0.592
H  0.639  3.019  2.455
H  -0.527  1.983  3.290
H  -0.808  4.581  3.511
H  -2.248  3.621  3.199
H  -1.633  5.790  1.666
H  -2.526  4.417  1.039
H  0.502  4.753  0.817
H  -0.647  5.029  -0.482
H  0.516  2.708  -0.379
H  -1.200  2.754  -0.715
H  -3.192  -0.681  3.128
H  -5.019  -2.066  4.019
H  -6.312  -3.542  2.511
H  -5.774  -3.617  0.096
H  -3.945  -2.233  -0.811
H  -3.144  1.315  -1.696
H  -3.356  1.062  -4.134
H  -2.374  -0.902  -5.278
H  -1.154  -2.615  -3.966
H  -0.915  -2.361  -1.529
C  1.907  -4.147  -3.297
C  2.224  -2.973  -3.973
C  2.272  -1.764  -3.306
C  2.004  -1.695  -1.916
C  1.741  -2.910  -1.240
C  1.680  -4.106  -1.922
N  2.077  -0.510  -1.209
C  2.067  0.728  -1.883
C  1.117  1.065  -2.854
C  1.121  2.328  -3.422
C  2.080  3.263  -3.051
C  3.033  2.933  -2.093
C  3.014  1.684  -1.500
H  1.855  -5.086  -3.833
H  2.445  -3.002  -5.033
H  2.560  -0.867  -3.836
H  1.565  -2.879  -0.170
H  1.451  -5.020  -1.385
H  0.356  0.348  -3.122
H  0.363  2.585  -4.153
H  2.087  4.248  -3.504
H  3.787  3.654  -1.801
H  3.748  1.429  -0.742


Computed, not measured: a structure of composition C13H13BrNO5PdS, with wB97M-V/def2-TZVPD.

The calculation puts the HOMO-LUMO gap at 6.83 eV. As for the total charge: -1. As for the multiplicity: 1. Its LUMO energy is 2.03 eV.

Geometry (Å):
Pd  0.058  0.883  1.035
O  -2.051  -2.758  0.600
C  -1.199  -1.992  1.085
O  -1.387  -0.806  1.523
C  0.228  -2.539  1.208
C  1.039  -1.873  2.330
C  2.281  -2.735  2.613
C  3.196  -2.367  1.407
C  2.283  -1.429  0.610
O  1.626  -0.707  1.688
C  1.153  -2.254  -0.043
C  0.442  -1.516  -1.173
O  0.061  -2.158  -2.164
O  0.297  -0.250  -0.989
H  0.123  -3.609  1.363
H  0.468  -1.565  3.194
H  2.021  -3.794  2.629
H  2.736  -2.472  3.568
H  3.507  -3.232  0.823
H  4.081  -1.823  1.737
H  2.789  -0.733  -0.047
H  1.524  -3.183  -0.466
S  -1.628  2.339  0.172
C  -2.656  1.093  -0.457
N  -2.130  0.132  -1.244
C  -2.834  -0.891  -1.741
C  -4.193  -0.944  -1.566
C  -4.788  0.039  -0.791
C  -4.031  1.056  -0.242
H  -1.076  0.088  -1.315
H  -2.264  -1.638  -2.275
H  -4.763  -1.765  -1.977
H  -5.855  -0.004  -0.598
H  -4.463  1.819  0.388
Br  1.186  2.587  2.283


We obtain energy relative to the best compared isomer or geometry (same formula, charge and spin) values of 717.1 73.7 122.3 37.7 kJ/mol for the records listed above, in that order.